This record from the Open Molecules 2025 dataset describes 6 unconnected molecules or ions with the total composition C24H48O18. The level of theory is ωB97M-V with the def2-TZVPD basis set.

Computed properties:
E_LUMO, eV: 0.22
DFT total energy, eV: -62519.257
ΔE to the lowest compared entry with this formula, charge and spin, kcal/mol: 86.30
Net charge: 0
SMILES: CCOC(=O)OC.CCOC(=O)OC.CCOC(=O)OC.CCOC(=O)OC.CCOC(=O)OC.CCOC(=O)OC

Last column: Mulliken charge in e.
Element x y z (Å)
C: 3.14237 -0.80473 3.15353  -1.193
C: 3.60853 -0.00307 1.97446  -0.131
O: 2.55284 0.21124 1.04019  -0.321
C: 1.60785 1.18325 1.31262  0.757
O: 1.67074 1.98377 2.25427  -0.596
O: 0.66010 1.16421 0.40981  -0.313
C: -0.36329 2.19691 0.40678  -0.639
H: 2.54682 -1.70879 3.02678  0.323
H: 2.63425 -0.22005 3.92038  0.300
H: 4.00279 -1.23328 3.66747  0.384
H: 4.41872 -0.55784 1.50125  0.347
H: 4.04425 0.90260 2.39638  0.241
H: -0.03456 3.15604 0.00665  0.297
H: -0.72573 2.40563 1.41334  0.304
H: -1.15539 1.89475 -0.27832  0.240
C: 2.22222 -4.16846 -2.89239  -1.193
C: 2.47290 -5.10441 -1.75249  -0.149
O: 2.23789 -6.37716 -2.10585  -0.234
C: 2.95431 -7.35296 -1.63417  0.768
O: 4.06019 -7.26634 -1.10570  -0.579
O: 2.27175 -8.49789 -1.86502  -0.336
C: 2.94569 -9.72865 -1.64056  -0.619
H: 1.18671 -4.36972 -3.16682  0.290
H: 2.88732 -4.44814 -3.70940  0.309
H: 2.35902 -3.11096 -2.66638  0.363
H: 1.83704 -4.80876 -0.91801  0.264
H: 3.52233 -4.98645 -1.48253  0.311
H: 3.14643 -9.78271 -0.57057  0.292
H: 3.84204 -9.80326 -2.25627  0.284
H: 2.26856 -10.55883 -1.84147  0.229
C: -8.22800 2.21922 3.04057  -0.969
C: -6.84466 2.79953 2.61134  -0.198
O: -5.77185 2.13332 3.20076  -0.332
C: -5.41966 0.88465 2.92332  0.711
O: -5.86310 0.20480 1.98602  -0.576
O: -4.50659 0.51374 3.82803  -0.308
C: -3.83715 -0.75225 3.65233  -0.650
H: -8.50233 2.77065 3.93988  0.273
H: -8.11129 1.15807 3.26067  0.316
H: -8.99684 2.48198 2.31397  0.312
H: -6.69579 3.84087 2.89693  0.300
H: -6.79112 2.75551 1.52355  0.274
H: -3.56561 -0.89381 2.60622  0.319
H: -4.37377 -1.55455 4.15874  0.279
H: -2.86689 -0.65630 4.13965  0.248
C: 0.08890 1.55205 8.38489  -1.133
C: 0.21801 0.51194 9.43309  -0.212
O: 1.44778 -0.13826 9.35301  -0.242
C: 1.69806 -1.33381 9.88056  0.740
O: 0.85893 -2.09094 10.41168  -0.598
O: 3.01581 -1.58056 9.72161  -0.304
C: 3.54595 -2.88094 9.96176  -0.639
H: 0.43626 1.14180 7.43666  0.279
H: 0.71511 2.43437 8.51703  0.305
H: -0.95055 1.75933 8.13054  0.367
H: -0.49097 -0.29895 9.26607  0.294
H: -0.03095 0.85872 10.43601  0.308
H: 3.15460 -3.42806 10.81943  0.311
H: 4.63014 -2.80530 10.04502  0.228
H: 3.24818 -3.47960 9.10092  0.294
C: -4.29882 1.02217 -4.78423  -0.847
C: -4.87691 2.15975 -5.73096  -0.294
O: -4.03244 3.31757 -5.82535  -0.310
C: -4.04053 4.19078 -4.77404  0.715
O: -4.60667 4.09064 -3.66830  -0.582
O: -3.05645 5.13543 -5.04269  -0.315
C: -2.62853 6.09390 -4.06581  -0.591
H: -5.11201 0.45511 -4.33115  0.275
H: -3.63917 1.42713 -4.01679  0.270
H: -3.80174 0.38904 -5.51919  0.288
H: -5.87760 2.49893 -5.46324  0.311
H: -4.93586 1.72112 -6.72706  0.305
H: -1.54682 5.96715 -4.02179  0.213
H: -3.09415 5.98737 -3.08605  0.321
H: -2.84581 7.06907 -4.50165  0.239
C: 2.64904 3.48686 -6.08803  -0.997
C: 2.11632 2.64571 -7.26445  -0.193
O: 3.19317 2.34646 -8.15431  -0.347
C: 4.15503 1.44463 -7.87745  0.747
O: 4.21629 0.73547 -6.88258  -0.577
O: 5.09287 1.52263 -8.84576  -0.333
C: 6.22802 0.61419 -8.77410  -0.633
H: 2.22695 3.18256 -5.13024  0.291
H: 2.27022 4.50658 -6.15700  0.291
H: 3.71304 3.43578 -5.85700  0.323
H: 1.25412 3.16002 -7.68896  0.338
H: 1.62001 1.75110 -6.88837  0.261
H: 7.09692 1.12560 -9.18832  0.241
H: 6.02319 -0.19329 -9.47704  0.264
H: 6.50299 0.37738 -7.74629  0.323